1.
ORCA calculation (ωB97M-V/def2-TZVPD) on 10 unconnected molecules or ions with the total composition C27H74O10.

Cartesian coordinates (Å):
1 C 5.99345 3.04328 8.17814
2 C 4.60330 2.74017 7.56492
3 C 4.00362 1.35245 7.60860
4 O 3.62813 3.44743 8.20995
5 H 6.85626 2.57588 7.70356
6 H 6.12885 2.90189 9.25042
7 H 6.07815 4.12957 8.14840
8 H 4.52613 3.10139 6.53942
9 H 2.93673 1.30146 7.39127
10 H 4.06295 0.88467 8.59133
11 H 4.42838 0.76623 6.79373
12 H 3.78074 4.37257 8.00401
13 C 3.77152 3.82125 -5.50867
14 C 3.74256 2.41503 -6.03909
15 C 4.64172 2.32710 -7.28645
16 O 4.23713 1.50031 -5.07943
17 H 3.53257 4.55796 -6.27567
18 H 4.67185 3.98132 -4.91547
19 H 2.85201 4.00505 -4.95294
20 H 2.71498 2.15554 -6.29368
21 H 5.70883 2.18959 -7.11186
22 H 4.55670 2.98764 -8.14932
23 H 4.40683 1.31419 -7.61349
24 H 4.95800 1.99589 -4.68404
25 C 2.35335 -5.81730 -3.43683
26 C 2.94370 -5.53600 -4.81997
27 C 2.82762 -6.74348 -5.73515
28 O 2.22386 -4.42989 -5.29106
29 H 2.71895 -5.26002 -2.57436
30 H 2.56074 -6.80511 -3.02535
31 H 1.27021 -5.70301 -3.47976
32 H 3.98165 -5.20716 -4.76888
33 H 1.79458 -6.62623 -6.06255
34 H 2.91509 -7.63440 -5.11329
35 H 3.47283 -6.62479 -6.60563
36 H 2.34179 -3.61351 -4.79991
37 C -1.42647 -4.82044 3.10679
38 C -1.76222 -5.36926 4.43119
39 C -1.31167 -4.53570 5.61745
40 O -3.21186 -5.40295 4.47696
41 H -0.39989 -4.65322 2.78083
42 H -1.82835 -3.81008 3.18259
43 H -1.95841 -5.35198 2.31773
44 H -1.57276 -6.44215 4.46435
45 H -1.85684 -3.59448 5.68811
46 H -0.27342 -4.29228 5.84296
47 H -1.68289 -5.08982 6.47958
48 H -3.50630 -6.00002 3.78528
49 C 6.94244 -4.34958 0.50805
50 C 7.47541 -4.39332 1.98554
51 C 7.67568 -2.93693 2.48473
52 O 6.45047 -4.98283 2.75605
53 H 6.19963 -3.62334 0.17806
54 H 6.38193 -5.24892 0.25290
55 H 7.85597 -4.30292 -0.08474
56 H 8.33054 -5.06745 2.03468
57 H 8.27523 -2.93157 3.39501
58 H 6.67985 -2.53575 2.67306
59 H 8.27327 -2.32114 1.81258
60 H 5.76206 -5.37762 2.21582
61 C -4.63058 5.68886 -3.04447
62 C -5.02653 7.18691 -2.76032
63 C -5.44955 8.07365 -3.95568
64 O -6.08014 7.18690 -1.77189
65 H -4.12587 5.33523 -2.14541
66 H -3.86987 5.60674 -3.82078
67 H -5.50787 5.14173 -3.38959
68 H -4.17612 7.61907 -2.23294
69 H -4.79539 7.90066 -4.81023
70 H -5.54297 9.14701 -3.79048
71 H -6.43176 7.80691 -4.34583
72 H -5.84531 6.47164 -1.17618
73 C -6.91399 3.30511 4.70189
74 C -5.83172 2.85804 3.73364
75 C -6.22877 1.60743 2.92403
76 O -5.52428 4.02337 2.95301
77 H -7.24224 4.30052 4.40275
78 H -6.70366 3.31222 5.77138
79 H -7.77886 2.64177 4.69431
80 H -4.95245 2.61299 4.32941
81 H -6.82465 1.88669 2.05510
82 H -6.83968 0.86797 3.44179
83 H -5.31436 1.08127 2.64995
84 H -4.89168 4.57964 3.41340
85 C -0.38459 0.25492 -1.01652
86 C 0.13016 1.13210 0.12088
87 C 1.22224 0.47232 0.94800
88 O 0.56643 2.36449 -0.35606
89 H -1.10693 0.72826 -1.68156
90 H -0.83479 -0.66696 -0.64832
91 H 0.45073 -0.12746 -1.60315
92 H -0.64503 1.34679 0.85647
93 H 2.14771 0.29332 0.40069
94 H 0.92776 -0.42586 1.49082
95 H 1.44859 1.12216 1.79333
96 H 0.84461 2.37989 -1.27475
97 C -6.20735 -1.34448 -3.61895
98 C -5.87492 -2.45040 -4.68816
99 C -4.99124 -3.50339 -3.95174
100 O -7.12115 -2.80912 -5.24980
101 H -7.19468 -1.48135 -3.17787
102 H -6.17835 -0.42048 -4.19643
103 H -5.43010 -1.20402 -2.86777
104 H -5.31356 -2.00748 -5.51084
105 H -5.02759 -4.47294 -4.44850
106 H -5.15873 -3.54064 -2.87534
107 H -3.97233 -3.16527 -4.14041
108 H -7.47152 -2.09930 -5.79292
109 O -0.99208 5.85807 2.40807
110 H -0.58875 5.79502 1.54229
111 H -0.45341 5.29627 2.96525

For the HOMO energy, the calculation gives -0.36521 hartree. The value obtained for the gap between HOMO and LUMO is 9.94 eV. As for the electronic energy: -49668.9267 eV. As for the maximum force: 3.18 eV Å⁻¹. The SMILES is CC(C)O.CC(C)O.CC(C)O.CC(C)O.CC(C)O.CC(C)O.CC(C)O.CC(C)O.CC(C)O.O.

These are the Löwdin partial charges, in e, on atoms 1 to 8: atom 1 (C): -0.04, atom 2 (C): -0.53, atom 3 (C): -0.06, atom 4 (O): -0.06, atom 5 (H): 0.07, atom 6 (H): 0.08, atom 7 (H): 0.07, atom 8 (H): 0.13


2.
ORCA calculation (ωB97M-V/def2-TZVPD) on 11 unconnected molecules or ions with the total composition C27H76NO11S10.

Cartesian coordinates (Å):
1 O 3.00827 0.32634 -5.05205
2 C 1.58429 0.35496 -4.88179
3 C 1.09803 1.80376 -4.84422
4 C -0.39865 1.97082 -5.13789
5 C -1.21026 1.21354 -4.05159
6 C -1.77651 -0.08178 -4.59735
7 N -2.73589 0.26673 -5.68615
8 C -2.10617 0.93488 -6.88378
9 C -0.73292 1.56465 -6.59644
10 H 3.22292 0.12780 -5.96661
11 H 1.12497 -0.24416 -5.67240
12 H 1.40346 -0.12041 -3.91950
13 H 1.28831 2.20065 -3.84568
14 H 1.70850 2.38058 -5.54284
15 H -0.60296 3.03634 -5.04013
16 H -2.06228 1.83976 -3.75611
17 H -0.63672 1.04967 -3.14003
18 H -1.03553 -0.80365 -4.93400
19 H -2.35454 -0.56916 -3.81010
20 H -3.22787 -0.57669 -5.97994
21 H -3.44892 0.88325 -5.29762
22 H -2.00312 0.18157 -7.66083
23 H -2.79974 1.69421 -7.23622
24 H -0.69959 2.47936 -7.18836
25 H 0.05632 0.93388 -7.00244
26 C 0.11145 -1.99789 0.04704
27 S 0.16892 -1.83148 -1.73198
28 O -0.83870 -2.77495 -2.31331
29 C 1.78455 -2.58840 -1.93560
30 H -0.84986 -1.61766 0.38444
31 H 0.22569 -3.05406 0.29508
32 H 0.90775 -1.39794 0.48201
33 H 1.75730 -3.59527 -1.51478
34 H 2.52970 -1.97463 -1.42859
35 H 2.00450 -2.62739 -3.00211
36 C 0.82600 -7.84012 -0.60467
37 S 0.02398 -6.27627 -0.24336
38 O 1.10640 -5.25156 -0.10086
39 C -0.51701 -6.70502 1.40697
40 H 1.26960 -7.75952 -1.59553
41 H 1.59273 -8.04605 0.14013
42 H 0.07767 -8.63209 -0.59850
43 H 0.34177 -6.97752 2.01942
44 H -1.22167 -7.53416 1.35595
45 H -1.01627 -5.83791 1.83518
46 C 0.43056 2.70895 2.20127
47 S 1.04445 2.23606 0.58946
48 O 0.11484 1.19054 0.05827
49 C 2.51263 1.39525 1.18983
50 H -0.52113 3.21849 2.05964
51 H 0.27979 1.82258 2.81620
52 H 1.14748 3.38733 2.65996
53 H 2.21999 0.60587 1.88278
54 H 3.15211 2.12582 1.68541
55 H 3.02924 0.96600 0.33180
56 C 4.01384 7.04990 1.05684
57 S 3.15917 5.54205 0.58866
58 O 2.74360 4.87208 1.85779
59 C 4.59217 4.65930 -0.02134
60 H 3.28233 7.72137 1.50176
61 H 4.79140 6.81450 1.78306
62 H 4.44318 7.50958 0.16700
63 H 5.33190 4.57941 0.77675
64 H 5.00130 5.17751 -0.87949
65 H 4.26310 3.67042 -0.32679
66 C 6.10884 3.62019 -5.17377
67 S 4.95093 3.27498 -3.84396
68 O 5.34632 4.13429 -2.69121
69 C 5.55064 1.62170 -3.48562
70 H 5.92914 4.63860 -5.51158
71 H 7.12835 3.52803 -4.80006
72 H 5.93433 2.92399 -5.99395
73 H 6.60904 1.67007 -3.22959
74 H 5.38396 0.98222 -4.35062
75 H 4.97990 1.24047 -2.64136
76 C -3.56092 3.05984 5.66581
77 S -2.10167 3.29029 4.64933
78 O -1.19589 2.13779 4.91633
79 C -1.44636 4.69600 5.54860
80 H -4.09243 2.18641 5.29124
81 H -3.26012 2.89377 6.69988
82 H -4.19241 3.94343 5.59568
83 H -1.28830 4.41745 6.58963
84 H -2.14672 5.52698 5.48556
85 H -0.49701 4.96644 5.08844
86 C -1.34810 6.27002 -1.77440
87 S -1.37196 4.77748 -2.76775
88 O -0.69345 5.09794 -4.05583
89 C -3.14207 4.80176 -3.09442
90 H -0.31351 6.46134 -1.49694
91 H -1.73729 7.10090 -2.36222
92 H -1.94602 6.11423 -0.87677
93 H -3.40982 5.73913 -3.58153
94 H -3.68522 4.68585 -2.15675
95 H -3.37142 3.96679 -3.75476
96 C -4.61109 7.38317 9.12838
97 S -4.76295 5.79658 8.30306
98 O -3.97769 5.89017 7.03982
99 C -6.49369 5.97027 7.85626
100 H -3.57679 7.49044 9.44770
101 H -4.86993 8.18014 8.43175
102 H -5.26763 7.40110 9.99793
103 H -6.62344 6.86549 7.24845
104 H -7.09592 6.02825 8.76257
105 H -6.77733 5.08886 7.28487
106 C 1.83894 -8.60639 4.72641
107 S 2.55866 -8.54119 3.08253
108 O 1.73166 -9.42403 2.21218
109 C 4.05140 -9.45519 3.48288
110 H 0.86487 -8.12350 4.67946
111 H 1.72306 -9.64661 5.02988
112 H 2.48229 -8.06958 5.42327
113 H 3.78101 -10.43722 3.87012
114 H 4.63121 -8.89582 4.21672
115 H 4.62697 -9.56356 2.56619
116 C -2.73458 -10.68617 0.61888
117 S -3.62731 -9.12731 0.56202
118 O -3.29627 -8.39376 1.81354
119 C -5.26333 -9.83216 0.78939
120 H -1.67157 -10.46472 0.54039
121 H -2.93719 -11.18467 1.56645
122 H -3.04354 -11.31024 -0.21965
123 H -5.28907 -10.38934 1.72548
124 H -5.49727 -10.48194 -0.05371
125 H -5.97404 -9.00952 0.82757

As for the net charge: +1. For the HOMO energy, the calculation gives -0.35840 hartree. The value obtained for the gap between HOMO and LUMO is 7.24 eV. As for the electronic energy: -161583.4668 eV. As for the maximum force: 1.44 eV Å⁻¹.

These are the Löwdin partial charges, in e, on atoms 1 to 8: atom 1 (O): -0.08, atom 2 (C): -0.24, atom 3 (C): -0.13, atom 4 (C): -0.29, atom 5 (C): -0.12, atom 6 (C): -0.11, atom 7 (N): 0.06, atom 8 (C): -0.08